No. 1
{"formula": "C40H30N7PtS2", "method": "the ωB97M-V functional and the def2-TZVPD basis", "symbols": ["Pt", "C", "C", "C", "C", "C", "N", "C", "C", "C", "C", "C", "C", "C", "N", "C", "C", "C", "N", "C", "C", "N", "C", "C", "C", "N", "H", "H", "H", "H", "H", "H", "H", "H", "H", "H", "H", "H", "H", "H", "H", "H", "H", "H", "S", "C", "C", "C", "C", "C", "C", "N", "C", "C", "C", "C", "C", "C", "C", "C", "N", "C", "C", "C", "C", "C", "S", "C", "H", "H", "H", "H", "H", "H", "H", "H", "H", "H", "H", "H"], "positions_angstrom": [[0.124, 0.018, -0.082], [-2.321, 6.327, -0.998], [-1.412, 5.130, -0.886], [-0.225, 5.175, -0.154], [0.586, 4.064, -0.032], [0.281, 2.845, -0.656], [1.080, 1.724, -0.500], [2.451, 1.883, -0.326], [3.185, 2.709, -1.187], [4.551, 2.855, -1.070], [5.272, 2.154, -0.103], [6.774, 2.246, -0.019], [4.558, 1.336, 0.752], [3.171, 1.225, 0.669], [2.515, 0.443, 1.675], [2.964, 0.235, 2.929], [2.166, -0.717, 3.518], [1.227, -1.043, 2.543], [1.444, -0.342, 1.433], [-0.903, 2.815, -1.399], [-1.734, 3.928, -1.489], [-1.276, 1.644, -2.130], [-1.984, 1.597, -3.278], [-2.241, 0.279, -3.566], [-1.642, -0.437, -2.529], [-1.067, 0.396, -1.671], [-1.771, 7.252, -0.825], [-3.128, 6.280, -0.263], [-2.778, 6.385, -1.985], [0.058, 6.096, 0.345], [1.490, 4.121, 0.562], [2.645, 3.233, -1.966], [5.076, 3.505, -1.760], [7.133, 3.172, -0.464], [7.242, 1.418, -0.557], [7.119, 2.205, 1.014], [5.092, 0.764, 1.501], [3.799, 0.788, 3.320], [2.251, -1.119, 4.512], [0.414, -1.746, 2.604], [-2.665, 3.851, -2.041], [-2.217, 2.491, -3.829], [-2.781, -0.113, -4.410], [-1.587, -1.502, -2.385], [0.175, -5.388, -1.551], [-0.086, -7.058, -1.774], [-1.108, -7.516, -1.003], [-1.692, -6.490, -0.216], [-1.106, -5.270, -0.400], [-1.451, -3.992, 0.235], [-0.747, -2.820, -0.070], [-1.006, -1.632, 0.448], [-2.010, -1.502, 1.364], [-2.766, -2.632, 1.726], [-3.824, -2.502, 2.690], [-4.105, -1.321, 3.266], [-3.352, -0.144, 2.932], [-3.625, 1.105, 3.505], [-2.893, 2.215, 3.160], [-1.851, 2.010, 2.225], [-1.585, 0.852, 1.678], [-2.313, -0.229, 1.996], [-3.149, 3.551, 3.705], [-2.512, 4.722, 3.400], [-3.024, 5.837, 4.111], [-4.043, 5.495, 4.946], [-4.383, 3.827, 4.877], [-2.471, -3.869, 1.146], [0.534, -7.610, -2.463], [-1.435, -8.545, -0.994], [-2.518, -6.669, 0.458], [0.077, -2.843, -0.773], [-4.391, -3.389, 2.944], [-4.905, -1.237, 3.991], [-4.434, 1.190, 4.222], [-1.220, 2.836, 1.908], [-1.706, 4.799, 2.682], [-2.651, 6.845, 4.005], [-4.613, 6.136, 5.600], [-3.056, -4.737, 1.424]], "forces_ev_per_a": [[0.652, 0.024, -0.288], [0.026, -0.077, 0.044], [0.029, 0.078, 0.024], [-0.040, -0.002, -0.014], [0.048, 0.083, 0.075], [0.129, -0.045, 0.084], [-0.048, -0.092, -0.066], [-0.101, 0.027, -0.050], [0.029, 0.000, -0.062], [-0.005, 0.001, 0.002], [0.066, 0.058, -0.040], [-0.072, -0.030, -0.030], [-0.003, -0.092, 0.087], [0.057, -0.042, 0.073], [0.105, 0.027, -0.134], [-0.045, 0.016, 0.048], [0.015, -0.039, -0.028], [0.067, -0.048, 0.101], [-0.212, 0.048, 0.028], [-0.074, -0.011, -0.067], [-0.135, -0.069, -0.017], [-0.028, 0.118, 0.075], [0.074, -0.033, -0.092], [-0.030, -0.022, 0.039], [-0.039, -0.022, -0.131], [-0.051, 0.008, 0.106], [-0.003, -0.003, -0.008], [0.007, 0.000, 0.000], [0.002, 0.006, 0.008], [0.022, -0.020, -0.022], [-0.013, 0.013, -0.030], [0.021, -0.001, 0.008], [-0.014, -0.012, 0.008], [-0.001, -0.001, 0.019], [-0.002, 0.013, 0.001], [-0.007, 0.009, -0.005], [-0.021, -0.006, -0.022], [0.018, -0.007, -0.058], [-0.012, 0.028, -0.012], [-0.045, 0.064, -0.049], [0.034, -0.034, 0.000], [-0.008, 0.033, 0.077], [0.041, 0.008, -0.003], [0.035, 0.012, 0.052], [-0.003, 0.044, 0.014], [0.034, 0.025, -0.019], [-0.035, -0.017, 0.026], [-0.092, -0.092, 0.059], [0.123, 0.096, -0.084], [0.075, -0.098, -0.100], [0.219, -0.001, -0.195], [-0.186, 0.023, 0.277], [-0.107, -0.155, 0.026], [-0.044, 0.152, 0.070], [-0.029, -0.152, -0.016], [-0.056, 0.123, 0.075], [-0.063, -0.239, -0.027], [-0.157, 0.007, 0.101], [0.152, 0.100, -0.090], [-0.051, 0.037, 0.008], [-0.150, 0.232, 0.105], [0.042, 0.006, -0.035], [-0.046, -0.011, 0.053], [0.070, 0.061, -0.080], [0.036, 0.021, -0.031], [0.000, 0.018, 0.012], [-0.015, -0.064, -0.008], [-0.125, -0.080, 0.083], [-0.027, 0.001, 0.022], [0.007, 0.025, 0.002], [0.024, 0.020, -0.016], [-0.002, 0.016, -0.003], [0.011, 0.016, -0.005], [0.014, 0.004, -0.009], [0.001, -0.076, -0.018], [-0.027, -0.018, 0.015], [-0.032, -0.007, 0.024], [-0.016, -0.025, 0.006], [0.023, -0.017, -0.016], [-0.034, 0.057, 0.045]], "e_above_lowest_kj_mol": 0.0, "total_energy_ha": -2841.14711, "charge": 1, "gap_ev": 6.19, "lumo_ev": -3.11}

***

No. 2
{"formula": "H26KrO13", "method": "the ωB97M-V functional and the def2-TZVPD basis", "symbols": ["Kr", "O", "H", "H", "O", "H", "H", "O", "H", "H", "O", "H", "H", "O", "H", "H", "O", "H", "H", "O", "H", "H", "O", "H", "H", "O", "H", "H", "O", "H", "H", "O", "H", "H", "O", "H", "H", "O", "H", "H"], "positions_angstrom": [[-14.220, -3.755, 26.381], [-11.872, -1.091, 26.357], [-12.521, -0.507, 26.749], [-11.264, -1.287, 27.070], [-10.521, -2.635, 24.420], [-9.905, -3.146, 24.945], [-10.919, -2.026, 25.043], [-14.141, -7.224, 25.863], [-13.202, -7.146, 26.030], [-14.266, -8.143, 25.625], [-13.800, -0.689, 23.905], [-13.379, -0.944, 24.727], [-14.197, -1.497, 23.578], [-18.128, -2.991, 27.254], [-18.038, -3.241, 28.173], [-17.731, -2.121, 27.202], [-17.334, -3.645, 24.526], [-17.568, -3.540, 25.448], [-17.220, -2.751, 24.204], [-14.096, 0.384, 26.972], [-14.779, -0.081, 27.455], [-14.566, 1.058, 26.480], [-15.836, -1.444, 28.361], [-15.285, -2.168, 28.658], [-16.391, -1.239, 29.114], [-14.975, -7.251, 28.526], [-15.890, -6.972, 28.510], [-14.723, -7.302, 27.604], [-15.555, -5.073, 22.748], [-15.884, -4.825, 23.612], [-16.325, -5.399, 22.283], [-14.773, -4.305, 29.513], [-14.097, -4.420, 30.181], [-14.996, -5.196, 29.242], [-16.865, -6.966, 25.368], [-17.086, -6.220, 25.925], [-15.912, -7.035, 25.427], [-11.611, -5.391, 23.744], [-11.451, -5.512, 24.679], [-11.611, -4.442, 23.621]], "forces_ev_per_a": [[0.032, -0.016, -0.182], [0.581, -0.461, -0.070], [-0.748, 0.626, 0.046], [0.198, -0.068, 0.172], [0.146, -0.408, -0.379], [0.251, -0.155, 0.000], [-0.451, 0.472, 0.163], [0.004, -0.088, 0.283], [0.345, 0.214, -0.154], [0.058, -0.469, -0.261], [-0.207, 0.282, -0.143], [0.222, -0.077, 0.274], [-0.044, -0.252, -0.181], [-0.363, -0.221, -0.292], [0.075, -0.145, 0.172], [0.332, 0.268, 0.076], [0.141, -0.206, -0.292], [-0.231, -0.020, 0.586], [0.060, 0.197, -0.215], [0.287, 0.275, 0.039], [-0.373, -0.518, 0.380], [0.113, 0.181, -0.328], [-0.230, 0.455, -0.238], [0.311, -0.657, 0.080], [-0.076, 0.179, 0.300], [-0.062, 0.320, 0.971], [-0.392, -0.239, -0.064], [0.172, 0.081, -0.695], [0.546, -0.033, -0.364], [-0.361, 0.122, 0.312], [-0.193, -0.075, -0.008], [-0.198, 0.716, 0.151], [0.154, -0.047, 0.177], [0.146, -0.566, -0.266], [-0.446, -0.312, 0.039], [-0.114, 0.264, 0.000], [0.212, 0.339, -0.156], [-0.055, -0.600, -0.088], [0.066, 0.110, 0.141], [0.087, 0.530, 0.013]], "e_above_lowest_kj_mol": 79.0, "total_energy_ha": -3747.32633, "gap_ev": 10.08, "lumo_ev": -0.29}

***

No. 3
{"formula": "C5H22O8", "method": "the ωB97M-V functional and the def2-TZVPD basis", "symbols": ["C", "C", "O", "C", "C", "C", "H", "H", "H", "H", "H", "H", "H", "H", "O", "H", "H", "O", "H", "H", "O", "H", "H", "O", "H", "H", "O", "H", "H", "O", "H", "H", "O", "H", "H"], "positions_angstrom": [[0.982, 0.922, -2.579], [0.357, 1.497, -1.551], [-0.038, 2.836, -1.586], [-0.241, 0.913, -0.326], [-1.119, -0.081, -0.417], [-1.722, -0.650, 0.861], [1.427, 1.569, -3.352], [1.331, -0.082, -2.667], [-0.061, 3.233, -2.465], [-0.143, 1.402, 0.622], [-1.253, -0.602, -1.394], [-2.075, 0.189, 1.493], [-2.536, -1.333, 0.658], [-1.039, -1.169, 1.567], [2.487, 1.474, 1.491], [2.681, 0.602, 1.916], [3.381, 1.572, 1.164], [-2.916, 2.413, -0.998], [-1.974, 2.307, -1.156], [-3.050, 2.945, -0.215], [0.551, -3.223, -2.436], [0.807, -2.744, -3.223], [-0.294, -2.908, -2.101], [0.907, -2.946, 0.285], [1.054, -3.432, -0.558], [0.063, -2.542, 0.102], [0.655, 3.781, 0.902], [1.540, 3.427, 0.857], [0.588, 4.426, 0.206], [-1.380, -3.592, 1.084], [-0.901, -2.873, 1.533], [-0.621, -4.204, 1.113], [0.690, -0.799, 4.091], [0.379, -1.536, 3.547], [1.481, -0.792, 3.530]], "forces_ev_per_a": [[0.842, 1.136, -0.239], [-0.691, 0.492, -0.250], [0.192, -0.044, 0.022], [-0.332, -0.604, -1.101], [0.996, -1.291, 0.466], [-0.282, 0.756, 0.378], [-0.647, -0.167, 0.203], [-0.149, -0.612, 0.577], [0.313, -0.475, -0.134], [0.440, 0.474, 0.156], [-0.219, 0.501, 0.813], [-0.122, -0.385, -0.470], [-0.245, -0.007, 0.051], [0.098, 0.433, -0.777], [0.810, -1.613, 0.686], [-1.073, 0.837, -0.173], [0.395, 0.824, -0.612], [-0.719, -0.261, -0.535], [0.053, 0.360, 0.374], [0.337, 0.141, 0.185], [0.118, -0.620, 0.342], [-0.264, 0.288, -0.116], [-0.034, 0.238, -0.527], [1.193, -0.512, -0.720], [0.333, 0.489, 0.639], [-0.291, 0.401, -0.106], [-0.376, 0.075, 0.819], [0.374, -0.262, 0.035], [-0.027, 0.216, -0.457], [0.580, -0.309, 0.817], [-0.947, -0.149, 0.008], [-0.649, -0.280, -0.375], [0.679, -0.835, -1.426], [-1.368, -0.367, 0.703], [0.682, 1.133, 0.747]], "e_above_lowest_kj_mol": 299.6, "total_energy_ha": -805.51752, "smiles": "C=C(O)/C=C/C.O.O.O.O.O.O.O", "gap_ev": 9.30, "lumo_ev": 0.11}

***

No. 4
{"formula": "C5H15NO", "method": "the ωB97M-V functional and the def2-TZVPD basis", "symbols": ["C", "C", "N", "C", "C", "C", "H", "H", "H", "H", "H", "H", "H", "H", "H", "H", "H", "H", "H", "O", "H", "H"], "positions_angstrom": [[-1.740, 0.258, -1.513], [-1.204, 1.252, -0.442], [-0.491, 0.820, 0.774], [-1.028, -0.442, 1.240], [0.941, 0.652, 0.489], [1.823, -0.060, 1.584], [-2.785, 0.398, -1.809], [-1.061, 0.240, -2.376], [-1.681, -0.771, -1.110], [-2.161, 1.763, -0.159], [-0.659, 2.062, -0.926], [-0.825, -1.259, 0.557], [-2.161, -0.502, 1.250], [-0.892, -0.548, 2.321], [1.452, 1.654, 0.463], [1.136, 0.320, -0.527], [1.225, -0.378, 2.420], [2.591, 0.705, 1.653], [2.322, -0.955, 1.178], [1.430, -1.633, -1.506], [2.328, -1.516, -1.194], [1.441, -2.060, -2.368]], "forces_ev_per_a": [[1.487, -1.325, 0.326], [-2.179, 1.313, -0.066], [-0.133, -0.575, -0.880], [-2.608, 0.092, 0.619], [1.294, 1.565, 0.216], [-0.282, 0.010, -2.406], [0.378, 0.385, 0.055], [-0.453, 0.042, -0.026], [-0.170, 0.423, -0.308], [0.843, -0.205, 0.555], [0.377, -0.165, 0.051], [0.866, -0.666, 0.547], [0.866, 0.883, -0.379], [0.881, -0.602, -0.366], [-1.169, -0.279, -0.051], [-0.244, -0.732, 0.055], [0.335, 0.446, 0.653], [0.217, -0.483, 1.462], [-0.332, 0.130, 0.127], [-0.583, -0.105, -0.058], [0.263, -0.147, -0.219], [0.344, -0.005, 0.092]], "e_above_lowest_kj_mol": 219.0, "total_energy_ha": -329.42420, "smiles": "CCN(C)CC.O", "gap_ev": 8.84, "lumo_ev": 0.65}

***

- Which formula does entry 4 have?
  C5H15NO